Here is 3 unconnected molecules or ions with the total composition C21H47N4O from the OMol25 dataset. Energies are from the ωB97M-V functional and the def2-TZVPD basis.

Computed properties:
- orbital gap (eV) = 8.841
- E_tot (hartree) = -1122.35092
- HOMO level (eV) = -11.76

```
! wB97M-V def2-TZVPD RIJCOSX def2/J DEFGRID3
* xyz 1 1
C -4.2467 -1.0792 8.3758
C -4.4335 -2.5046 7.8713
O -3.3315 -3.0646 7.1737
C -2.7071 -2.2432 6.2265
C -3.6248 -1.7090 5.1071
C -3.3624 -0.2270 4.8155
C -4.5297 0.4665 4.0888
C -4.0550 1.2502 2.8631
N -3.0679 2.2498 3.2457
C -1.8647 2.3792 2.7162
N -0.9543 3.2871 3.1279
C 0.0983 3.0917 2.3690
N -0.0833 2.0995 1.4959
N -1.3510 1.6329 1.7046
H -4.8757 -0.9261 9.2412
H -4.5872 -0.3701 7.6223
H -3.2135 -0.8493 8.5990
H -4.5904 -3.1508 8.7267
H -5.3345 -2.5899 7.2667
H -2.1653 -1.4172 6.6874
H -1.9464 -2.8671 5.7702
H -4.6735 -1.8942 5.3062
H -3.3905 -2.2620 4.2016
H -3.2246 0.2750 5.7670
H -2.4332 -0.1335 4.2601
H -5.2563 -0.2639 3.7605
H -5.0138 1.1728 4.7546
H -3.6154 0.5314 2.1792
H -4.8766 1.7330 2.3437
H -3.2965 2.9087 3.9705
H 1.0171 3.6432 2.4281
H 0.5556 1.7486 0.7999
H -1.7409 0.8899 1.1528
C 0.8943 3.4163 -1.4773
C 1.2315 2.1470 -2.2572
C 2.7322 1.9037 -2.4055
C 3.4855 2.9899 -3.1752
C 2.9640 3.2463 -4.5881
C 3.0530 2.0173 -5.4862
H 1.2609 4.3116 -1.9764
H -0.1875 3.5263 -1.3662
H 1.3406 3.3885 -0.4776
H 0.7537 2.1858 -3.2377
H 0.7920 1.2816 -1.7430
H 2.8840 0.9371 -2.8931
H 3.1807 1.8100 -1.4094
H 4.5376 2.6981 -3.2330
H 3.4664 3.9274 -2.6113
H 3.5457 4.0578 -5.0304
H 1.9292 3.6001 -4.5548
H 4.0813 1.6587 -5.5588
H 2.7074 2.2485 -6.4940
H 2.4349 1.2000 -5.1083
C 3.1593 -4.2951 -2.7582
C 3.8585 -3.3264 -3.7075
C 3.1733 -1.9645 -3.8007
C 1.7414 -1.9988 -4.3378
C 1.5839 -2.6252 -5.7234
C 2.3509 -1.8790 -6.8109
H 2.1462 -4.5267 -3.0905
H 3.7049 -5.2372 -2.6987
H 3.1006 -3.8786 -1.7501
H 3.9359 -3.7774 -4.6997
H 4.8841 -3.1733 -3.3628
H 3.7817 -1.3035 -4.4254
H 3.1595 -1.5070 -2.8045
H 1.3616 -0.9705 -4.3723
H 1.0975 -2.5329 -3.6326
H 0.5213 -2.6313 -5.9791
H 1.8970 -3.6721 -5.7059
H 2.0298 -0.8359 -6.8557
H 2.1738 -2.3271 -7.7888
H 3.4267 -1.8970 -6.6308
*
```


Here is 2 unconnected molecules or ions with the total composition C4H9O2 from the OMol25 dataset. Energies are from the ωB97M-V functional and the def2-TZVPD basis.

Computed properties:
- orbital gap (alpha / beta) (eV) = 11.398 / 7.128
- E_tot (hartree) = -308.17469
- HOMO level (alpha / beta) (eV) = -10.66 / -10.50

```
! wB97M-V def2-TZVPD RIJCOSX def2/J DEFGRID3
* xyz 0 2
C -2.3060 -0.2735 -0.5950
C -1.2846 0.6091 -1.2211
H -3.3326 -0.3482 -1.0735
H -1.7816 -1.2420 -0.7624
H -2.4138 -0.1492 0.5055
H -1.3346 0.4793 -2.3227
H -1.5367 1.6598 -1.2000
H -0.2307 0.3408 -1.0673
C 1.7457 -0.2526 1.8166
C 2.2824 -0.0117 0.2405
O 3.2573 -0.7417 -0.0415
O 1.8306 0.8504 -0.4608
H 1.4209 0.7156 2.2649
H 2.6058 -0.6154 2.4119
H 1.0778 -1.0208 1.5051
*
```


Here is a molecular structure, C46H62N7ORbS4 from the OMol25 dataset. Energies are from the ωB97M-V functional and the def2-TZVPD basis.

Computed properties:
- orbital gap (alpha / beta) (eV) = 3.799 / 3.795
- E_tot (hartree) = -3865.27711
- HOMO level (alpha / beta) (eV) = -0.64 / -0.64

```
! wB97M-V def2-TZVPD RIJCOSX def2/J DEFGRID3
* xyz -2 1
Rb -0.3753 -0.3198 0.2164
C -4.5640 -4.9471 1.7403
C -4.2597 -5.3448 0.3967
S -3.5159 -4.0220 -0.6679
C -2.9285 -5.0323 -2.0789
C -1.7566 -5.9621 -1.8369
S -0.9825 -5.4437 -0.2359
C 0.2398 -6.7975 -0.3085
C 0.8590 -6.9502 1.1258
S 0.0065 -5.8695 2.3403
C -1.5815 -6.7498 2.6945
C -2.6052 -5.9790 3.5093
S -3.1588 -4.4572 2.7219
H -5.0585 -5.8016 2.2662
H -5.2565 -4.1045 1.7090
H -5.2024 -5.4560 -0.1958
H -3.6498 -6.2374 0.4158
H -2.6126 -4.2874 -2.7947
H -3.7498 -5.5800 -2.4661
H -1.0350 -5.9178 -2.6667
H -2.0395 -7.0008 -1.7447
H 1.0518 -6.4563 -0.9791
H -0.2675 -7.6855 -0.6725
H 1.9364 -6.6292 1.2405
H 0.7814 -8.0047 1.4252
H -1.3139 -7.7861 3.1097
H -2.0318 -6.9743 1.7352
H -2.2616 -5.6723 4.4987
H -3.4531 -6.6326 3.7050
C 5.2336 3.6160 4.0258
C 4.7977 2.5520 3.0088
C 3.3545 2.4937 2.6872
C 2.2439 2.8800 3.4409
C 2.1423 3.8799 4.5573
C 1.7253 5.2415 3.9692
C 1.1337 2.3477 2.6259
C -0.1886 2.7416 2.9471
C -1.3414 2.9480 2.1631
C -2.5813 3.6308 2.4525
C -2.8305 4.3420 3.7800
C -2.8482 3.4793 5.0884
C -3.3245 3.5678 1.2555
C -2.4960 2.7553 0.3349
C -2.9015 2.4480 -1.0475
C -2.1323 1.8665 -2.1075
N -0.8853 1.2841 -1.9407
C -0.4301 0.9512 -3.1776
C 0.8387 0.2957 -3.3880
C 1.9724 0.4430 -2.5643
N 1.9467 0.9341 -1.2558
C 3.2043 0.8375 -0.7485
C 3.7096 1.1989 0.5273
C 2.9032 1.7062 1.5648
N 1.5513 1.5509 1.5631
C 4.1115 0.4389 -1.8252
C 3.3927 0.2601 -2.9331
C 3.9070 -0.2918 -4.2612
C 4.2990 0.8454 -5.2539
C 5.5024 0.0143 -1.5797
C 5.7541 -0.9801 -0.3803
C -1.3839 1.3872 -4.1954
C -2.4968 1.8690 -3.5023
C -3.8145 2.4450 -4.0207
C -5.0171 1.5559 -3.5541
C -1.1792 1.2966 -5.6571
C 0.2785 1.6551 -6.1313
N -1.2983 2.4326 0.9426
C -4.6558 4.0586 0.9636
C -4.8013 5.0493 -0.2471
H 6.3146 3.7692 3.8981
H 5.0810 3.3187 5.0595
H 4.7663 4.5648 3.7360
H 5.2189 1.5216 3.1024
H 5.2055 2.7409 1.9992
H 3.0867 4.0647 5.0798
H 1.3826 3.4636 5.3346
H 2.5045 5.6465 3.3324
H 1.4665 6.0598 4.6928
H 0.7604 5.0982 3.4405
H -0.3945 2.7418 4.0437
H -3.7600 4.9078 3.7706
H -2.1118 5.1078 4.0066
H -2.9551 4.1479 5.9423
H -1.8984 2.9528 5.2447
H -3.6185 2.7444 5.1446
H -3.9549 2.6745 -1.2687
H 1.0657 -0.0894 -4.3771
H 4.7087 1.5407 0.4492
H 3.0507 -0.8528 -4.6110
H 4.7641 -0.8904 -4.0275
H 3.3819 1.2684 -5.7068
H 5.0479 0.4615 -5.9964
H 4.8897 1.6718 -4.7602
H 6.0430 0.9783 -1.3525
H 5.8571 -0.4286 -2.4680
H 5.1102 -1.8480 -0.4408
H 5.6212 -0.5120 0.5634
H 6.8045 -1.2566 -0.5374
H -3.7317 2.5870 -5.0983
H -3.8553 3.4208 -3.5498
H -5.0493 0.5521 -4.0194
H -6.0186 1.9471 -3.8151
H -5.1243 1.4524 -2.4821
H -1.8969 1.9422 -6.1719
H -1.4386 0.2391 -5.9053
H 0.7043 2.3855 -5.4687
H 0.1982 2.0877 -7.1646
H 0.9494 0.8209 -6.1364
H -4.9715 4.5884 1.8623
H -5.3735 3.3137 0.6628
H -3.9728 5.7563 -0.3548
H -5.7193 5.6416 -0.1060
H -4.8786 4.4896 -1.2186
O -0.1071 -0.5886 3.3324
H -0.1470 -1.3879 3.8791
H 0.8837 -0.4822 3.2749
N 5.4752 -4.5847 -0.6811
C 4.3536 -4.3628 -0.4751
N 3.0887 -4.1312 -0.5042
C 2.6059 -3.0425 0.0099
N 1.9767 -2.1387 0.5068
*
```


Here is a molecular structure, C5H12O3PS from the OMol25 dataset. Energies are from the ωB97M-V functional and the def2-TZVPD basis.

Computed properties:
- orbital gap (eV) = 5.963
- E_tot (hartree) = -1162.99784
- HOMO level (eV) = -3.48

```
! wB97M-V def2-TZVPD RIJCOSX def2/J DEFGRID3
* xyz -1 1
C -1.3151 -2.5939 0.3136
C 0.8835 -1.4233 0.4111
C -1.1504 0.0085 0.1783
C 1.3597 2.0266 -1.2869
C -0.5394 -1.2969 -0.1795
O 1.3989 2.1110 1.7037
O -0.9419 3.1499 1.6467
O 0.3554 2.7572 -0.6112
P 0.1517 2.3871 0.9387
S -0.4003 -1.4161 -2.0087
H -2.2235 -2.6669 -0.2956
H -0.6934 -3.4041 0.0786
H -1.5761 -2.3350 1.3214
H 1.1930 -2.4375 0.3487
H 0.9414 -0.9467 1.4540
H 1.4804 -0.8867 -0.2512
H -2.0979 -0.2468 0.8241
H -0.3152 0.8921 0.6197
H -1.5235 0.6549 -0.6170
H 2.3947 2.1349 -0.7469
H 1.4855 2.5759 -2.2536
H 1.1323 0.9560 -1.5879
*
```


Here is a single C3H6OS2 molecule from the OMol25 dataset. Energies are from the ωB97M-V functional and the def2-TZVPD basis.

Computed properties:
- orbital gap (eV) = 9.024
- E_tot (hartree) = -989.50078
- HOMO level (eV) = -8.77
- SMILES = OC(=S)CCS

```
! wB97M-V def2-TZVPD RIJCOSX def2/J DEFGRID3
* xyz 0 1
C -0.7857 0.5394 1.4047
C 0.3385 -0.4119 1.0032
C 0.5154 -0.7519 -0.4443
H -1.3569 1.7630 -0.4385
H -1.7082 0.0482 1.0893
H -0.8556 0.7310 2.5265
H 0.1469 -1.3976 1.5360
H 1.3046 -0.0176 1.3420
H 0.7212 1.1231 -0.7419
O 0.9506 0.2879 -1.2046
S -0.5812 2.1703 0.5681
S 0.1896 -2.2207 -1.0343
*
```


Here is a molecular structure, C30H35N2O6PdTe from the OMol25 dataset. Energies are from the ωB97M-V functional and the def2-TZVPD basis.

Computed properties:
- orbital gap (alpha / beta) (eV) = 6.049 / 6.096
- E_tot (hartree) = -2121.07908
- HOMO level (alpha / beta) (eV) = -1.92 / -1.97

```
! wB97M-V def2-TZVPD RIJCOSX def2/J DEFGRID3
* xyz -2 2
Pd -1.2454 2.5570 1.0561
O -3.5417 1.0108 -2.1429
C -2.7949 1.2889 -1.1972
O -1.9182 2.1876 -1.1060
C -2.9340 0.4211 0.0528
C -3.8546 -0.6074 0.1623
C -3.9319 -1.2924 1.3659
C -3.1260 -0.9262 2.4351
C -2.2378 0.1195 2.2561
N -2.1392 0.7162 1.0756
C -1.3766 0.6880 3.3791
O -1.3370 0.0332 4.4260
O -0.8142 1.7839 3.1073
H -4.4767 -0.8218 -0.6943
H -4.6416 -2.1054 1.4791
H -3.1585 -1.4059 3.4026
C 2.5513 3.5959 0.8342
C 1.0851 3.2704 0.7884
O 0.2071 4.1698 1.0643
N 0.6252 2.0914 0.4795
Te 1.8569 -0.0007 0.5786
C 2.9059 -1.9234 0.2741
C 2.9737 -2.8662 1.3123
C 2.2554 -2.7078 2.6370
C 3.7266 -4.0386 1.1490
C 4.4242 -4.3026 -0.0121
C 5.2416 -5.5587 -0.1724
C 4.3614 -3.3633 -1.0370
C 3.6250 -2.1911 -0.9145
C 3.6227 -1.2360 -2.0807
C 0.5779 -0.4675 -1.0440
C 0.5492 0.3262 -2.1975
C 1.3059 1.6165 -2.3520
C -0.2701 -0.0489 -3.2590
C -1.0832 -1.1682 -3.2076
C -2.0520 -1.4650 -4.3224
C -1.0488 -1.9365 -2.0553
C -0.2407 -1.6089 -0.9665
C -0.3002 -2.5236 0.2297
H 2.6589 4.6618 1.0405
H 3.0366 3.3435 -0.1098
H 3.0443 3.0167 1.6161
H 1.6866 -1.7850 2.7038
H 2.9670 -2.7231 3.4675
H 1.5569 -3.5344 2.7976
H 3.7569 -4.7626 1.9616
H 5.1353 -6.2083 0.6984
H 6.3055 -5.3344 -0.2917
H 4.9320 -6.1262 -1.0542
H 4.9039 -3.5503 -1.9618
H 4.3715 -1.5269 -2.8218
H 3.8306 -0.2163 -1.7519
H 2.6474 -1.2072 -2.5694
H 2.2854 1.5846 -1.8712
H 0.7415 2.4244 -1.8818
H 1.4290 1.8443 -3.4133
H -0.3036 0.5932 -4.1347
H -1.6739 -1.1047 -5.2811
H -3.0029 -0.9600 -4.1334
H -2.2459 -2.5363 -4.4077
H -1.6963 -2.8062 -1.9757
H -1.1778 -3.1679 0.1562
H -0.3590 -1.9672 1.1666
H 0.5890 -3.1543 0.2903
C -4.6255 4.8745 0.9014
C -3.5388 4.3557 1.8380
C -2.4197 5.3776 1.9864
O -3.1325 3.1164 1.3571
H -5.1864 5.7046 1.3529
H -5.3165 4.0621 0.6687
H -4.1806 5.2151 -0.0385
H -4.0015 4.2693 2.8409
H -2.0650 5.7185 1.0089
H -1.5614 4.9506 2.5040
H -2.7627 6.2483 2.5575
*
```